Here is a cluster of 2 separate species, C5H4N3O4 in total in a non-equilibrium geometry from the Open Molecules 2025 dataset. Energies are from ωB97M-V/def2-TZVPD.

```
16
Properties=species:S:1:pos:R:3:forces:R:3:lowdin_charge:R:1
C -0.6751 -0.9484 -0.1067 -3.604 1.674 2.214 -0.06
C 0.5866 -1.3974 -0.0667 0.334 -0.626 -0.040 -0.14
C -0.5366 0.4985 -0.3265 0.338 -1.924 -1.070 -0.26
C 3.0918 -0.4963 -0.2778 -1.482 1.240 -0.764 -0.67
C -1.6853 1.3928 -0.5147 0.179 0.460 -0.137 -0.25
N 1.4068 -0.3770 -0.3133 1.150 -0.020 -0.848 -0.03
N 0.7612 0.7309 -0.5877 -0.464 0.634 0.859 0.10
N 1.7791 2.9051 0.0910 -1.918 2.640 1.356 0.00
O 3.5611 0.4821 -0.7924 0.586 0.801 -0.310 0.02
O 3.3939 -1.5175 0.2425 0.560 -1.808 0.843 0.05
O -1.7176 2.5344 -0.9705 -0.262 -1.935 0.835 0.00
O 1.9183 3.0665 1.3000 0.714 -1.158 -2.024 -0.11
H -1.5951 -1.4307 0.4215 1.710 0.690 -1.613 0.12
H 0.9277 -2.3911 0.0338 0.577 -0.636 0.415 0.10
H -2.5853 0.7847 -0.1446 0.200 1.124 -0.487 0.11
H 2.3913 2.2780 -0.4186 1.381 -1.157 0.772 0.01
```
Positions in Å, forces in eV/Å.

Charge ... -1
F_max ... 0.0885 hartree/bohr
Frontier orbital gap ... 8.54 eV

---

Here is an isolated molecule of C3H6O2 from the Open Molecules 2025 dataset. Energies are from ωB97M-V/def2-TZVPD.

```
11
Properties=species:S:1:pos:R:3:forces:R:3:lowdin_charge:R:1
C 1.3063 0.0023 -0.9691 -0.014 -0.020 -0.035 -0.07
C 0.3742 0.1067 0.2181 0.249 0.062 0.077 -0.24
O -0.9696 -0.1962 -0.2151 -0.145 0.007 0.169 -0.03
C -1.8720 -0.1354 0.7698 0.011 0.098 0.416 -0.36
O -1.6316 0.1394 1.9169 -0.049 -0.090 -0.386 0.07
H 1.0267 0.7113 -1.7532 0.004 -0.112 0.081 0.08
H 2.3304 0.2317 -0.6559 -0.178 -0.024 0.003 0.08
H 1.3011 -1.0088 -1.3857 -0.037 0.132 0.026 0.08
H 0.3740 1.1112 0.6514 0.030 -0.119 -0.056 0.13
H 0.6426 -0.5945 1.0139 -0.003 0.090 -0.108 0.13
H -2.8821 -0.3677 0.4090 0.131 -0.023 -0.187 0.14
```
Positions in Å, forces in eV/Å.

F_max ... 0.0083 hartree/bohr
Frontier orbital gap ... 11.73 eV

---

> Which of these has the lowest F_max?

C3H6O2

---

> What is the F_max in the second record?

0.0083 hartree/bohr

---

> Among the records above, which one has the highest F_max?

C5H4N3O4